Molecular formula: CH4NO3PS2
Method: DFT, ωB97M-V/def2-TZVPD

Calculated values
ΔE to the lowest compared entry with this formula, charge and spin (kJ/mol): 89.47
Multiplicity: 1
SMILES string: OP(O)(=S)S.N=C=O
Net charge: 0
Electronic energy (eV): -39695.376

CARTESIAN COORDINATES (ANGSTROEM)
C -1.818256 -1.044232 -1.864766
N -1.233796 -2.059481 -1.682686
O -2.094301 0.018810 -2.217606
O 0.233991 1.844861 1.926027
O 2.028368 0.139653 1.452938
P 0.519533 0.515767 1.068968
S 0.584923 1.558798 -0.825935
S -0.714703 -0.975165 1.566844
H -1.418869 -2.944599 -1.147345
H 1.611780 0.926410 -1.321932
H 0.278415 2.760806 1.419688
H 2.022917 -0.741629 1.625805

Atoms 1-2, force components in eV/Å:
C 0.659 0.576 -0.492
N 0.366 -3.864 1.398


Molecular formula: C15H32NO7S4
Method: DFT, ωB97M-V/def2-TZVPD

Calculated values
ΔE to the lowest compared entry with this formula, charge and spin (kJ/mol): 247.57
Multiplicity: 1
Net charge: +1
Electronic energy (eV): -75226.624

CARTESIAN COORDINATES (ANGSTROEM)
N -2.655724 -1.209941 0.214174
C -3.147389 0.193096 -0.072050
S -4.708512 0.690340 0.835191
C -6.165729 -0.421015 0.451712
C -5.806050 -1.778228 -0.394281
O -5.289209 -2.843019 0.271553
H -2.599743 -1.670118 -0.740628
H -1.669545 -1.231472 0.565483
H -3.267902 0.415544 -1.231909
H -2.296539 0.946874 0.293218
H -5.075832 1.964711 0.295897
H -7.014068 0.183774 -0.129702
H -6.635173 -0.730377 1.504859
H -6.035515 -1.860470 -1.555977
C -0.603628 3.987135 3.899900
C 0.344705 2.805865 4.099566
C 0.376025 2.016726 2.791763
S 0.023683 3.190170 1.491554
O -1.244712 2.840888 0.887145
O 1.222917 3.407216 0.707219
C -0.226992 4.596076 2.557482
H -0.519245 4.717154 4.710195
H -1.639677 3.628954 3.872513
H 1.349917 3.179893 4.328885
H 0.031748 2.172465 4.935485
H 1.356003 1.565186 2.617769
H -0.398664 1.245298 2.771153
H -1.003602 5.243156 2.146207
H 0.720499 5.139185 2.623361
C 0.166893 -1.568229 -5.039760
C 0.442306 -0.176197 -4.473196
C -0.376589 -0.032435 -3.191474
S -0.572540 -1.682765 -2.535978
O -1.975242 -2.036970 -2.591679
O 0.212192 -1.810892 -1.324273
C 0.274789 -2.522546 -3.859766
H 0.871806 -1.830134 -5.834198
H -0.845532 -1.602853 -5.459564
H 1.510107 -0.081541 -4.241298
H 0.191762 0.610154 -5.192070
H 0.135110 0.592473 -2.455151
H -1.371973 0.371524 -3.395680
H -0.191481 -3.491370 -4.046733
H 1.317368 -2.658026 -3.556914
C 3.998649 -2.901584 0.995482
C 4.090687 -2.172624 -0.344199
C 3.786651 -0.697896 -0.085726
S 4.276892 -0.374921 1.601583
O 3.093113 -0.058147 2.372593
O 5.452830 0.472205 1.602684
C 4.771281 -2.043281 1.985989
H 4.408432 -3.914083 0.935902
H 2.949000 -2.978010 1.303436
H 5.106032 -2.275014 -0.746103
H 3.401537 -2.594303 -1.082546
H 4.350464 -0.046967 -0.758723
H 2.717085 -0.488322 -0.173924
H 4.536889 -2.272088 3.026994
H 5.849435 -2.120227 1.816552

Atoms 1-2, force components in eV/Å:
N -0.321 1.412 -1.755
C 3.665 0.096 -1.863


Molecular formula: C33H66AsF6O33
Method: DFT, ωB97M-V/def2-TZVPD

Calculated values
ΔE to the lowest compared entry with this formula, charge and spin (kJ/mol): 519.16
Multiplicity: 1
Net charge: -1
Electronic energy (eV): -180001.250

CARTESIAN COORDINATES (ANGSTROEM)
As -15.891730 -9.104200 20.688530
F -15.249500 -7.684350 19.793750
F -16.420480 -9.996560 19.232730
F -16.286570 -10.514040 21.764980
F -15.437900 -8.288710 22.217880
F -17.530770 -8.477340 20.899280
F -14.240460 -9.794240 20.588870
C -25.610990 -10.681130 18.138890
O -24.445440 -11.451360 18.244790
C -23.511860 -11.194340 19.167370
O -23.535400 -10.244850 19.948390
O -22.614210 -12.187120 19.000620
C -21.372670 -12.036900 19.610790
H -25.406760 -9.621750 17.983610
H -26.268720 -10.852470 18.991020
H -26.173750 -11.036140 17.275540
H -20.673770 -12.091010 18.776090
H -21.325160 -12.820940 20.366530
H -21.224860 -11.063850 20.079210
C -12.966300 -16.913780 27.290360
O -13.522850 -15.942270 26.410560
C -13.863040 -14.679410 26.916770
O -13.671320 -14.358130 28.108580
O -14.464110 -13.990410 25.886170
C -15.204860 -12.855320 26.196860
H -13.247970 -16.914880 28.343340
H -11.885500 -16.778780 27.248520
H -13.353310 -17.905340 27.055540
H -15.991300 -12.768120 25.447190
H -14.482790 -12.039000 26.215170
H -15.593830 -13.034000 27.199290
C -7.473970 -6.579630 16.417940
O -8.348380 -7.420980 17.091000
C -9.696760 -7.071560 17.204460
O -10.344290 -6.091010 16.772880
O -10.329780 -7.952500 18.010490
C -9.781130 -9.181670 18.532620
H -7.503400 -5.524630 16.690340
H -7.374480 -6.596000 15.332620
H -6.431690 -6.845820 16.593720
H -8.834230 -8.938520 19.014650
H -9.550440 -9.958110 17.803220
H -10.368610 -9.668440 19.311100
C -19.320020 -9.944310 15.349400
O -18.388160 -9.019450 15.874250
C -18.785320 -7.969840 16.626290
O -18.022750 -7.028790 16.896930
O -20.019380 -8.167660 17.175660
C -20.638140 -7.101890 17.940320
H -19.957660 -9.496620 14.587110
H -19.972100 -10.451840 16.060250
H -18.744780 -10.792770 14.978810
H -20.208010 -6.110350 17.799060
H -20.448130 -7.369680 18.979680
H -21.719640 -7.077170 17.806770
C -18.848900 -6.513230 29.223230
O -19.599470 -6.335130 28.035030
C -19.525750 -7.285450 27.073670
O -18.867650 -8.300220 27.158240
O -20.323100 -6.897280 26.088760
C -20.272460 -7.536060 24.890050
H -18.961420 -5.635110 29.859110
H -17.821660 -6.821580 29.028810
H -19.195580 -7.253940 29.943830
H -20.667640 -6.948040 24.061700
H -20.885860 -8.426540 25.027430
H -19.254770 -7.851280 24.659710
C -17.429270 -19.165330 18.098110
O -16.632460 -18.000910 18.249240
C -17.016540 -16.929230 19.009000
O -17.998930 -16.853810 19.671110
O -15.984980 -16.000500 19.127700
C -16.279080 -14.739690 19.696760
H -17.114780 -19.781590 17.255840
H -18.503950 -18.987150 18.060220
H -17.374200 -19.850480 18.944060
H -16.160220 -14.814970 20.777640
H -17.258670 -14.316860 19.473800
H -15.597960 -13.943250 19.396970
C -11.222930 -2.792530 23.849310
O -11.760820 -3.224850 22.600570
C -11.839430 -4.474660 22.119440
O -12.383610 -4.769940 21.065840
O -11.286720 -5.357730 22.977050
C -11.237230 -6.710490 22.709710
H -11.347350 -1.719320 23.993650
H -10.169000 -3.070620 23.851110
H -11.810110 -3.277800 24.628950
H -10.998150 -7.147240 23.679340
H -10.448730 -6.893230 21.979670
H -12.159430 -7.163170 22.345420
C -13.711530 -6.784520 27.162280
O -13.857690 -5.904270 28.265070
C -13.097160 -4.801480 28.412140
O -12.126990 -4.520000 27.757360
O -13.580080 -4.096110 29.456330
C -13.174250 -2.725200 29.639820
H -12.697440 -7.157540 27.018790
H -14.068750 -6.275500 26.267080
H -14.376110 -7.643290 27.256890
H -12.895850 -2.610740 30.687430
H -13.906230 -2.048230 29.199350
H -12.233810 -2.602130 29.102680
C -19.922310 -3.174320 22.085990
O -18.675690 -3.455000 22.652060
C -17.605410 -3.577220 21.853480
O -17.583550 -3.509530 20.637590
O -16.494690 -3.709900 22.555440
C -16.471580 -3.956760 24.000270
H -19.865150 -2.408340 21.312610
H -20.704770 -2.892810 22.790680
H -20.301650 -4.095770 21.644250
H -17.139220 -4.782900 24.244930
H -16.890110 -3.027010 24.385650
H -15.548820 -3.903350 24.577980
C -13.999890 -6.993410 11.363050
O -13.751140 -8.156390 12.209080
C -13.924980 -8.177240 13.527850
O -14.161370 -7.228770 14.317800
O -13.786040 -9.522230 13.920560
C -13.651540 -9.815830 15.249450
H -13.131320 -6.524700 10.900450
H -14.504590 -6.194610 11.906470
H -14.756220 -7.222640 10.612370
H -13.706720 -10.877070 15.491910
H -14.232600 -9.223390 15.956190
H -12.620800 -9.587360 15.520530
C -11.651650 -13.369370 21.858560
O -11.701720 -13.453080 20.400670
C -11.162240 -14.532350 19.808460
O -10.434640 -15.360810 20.306400
O -11.199980 -14.371800 18.465300
C -10.858590 -15.326770 17.445810
H -12.408000 -12.643360 22.156790
H -10.591080 -13.204980 22.048930
H -12.060060 -14.270770 22.315480
H -10.580200 -14.813240 16.525540
H -11.690740 -16.000450 17.241400
H -10.043540 -15.995680 17.722110

Atoms 1-2, force components in eV/Å:
As 1.191 -0.054 1.042
F -1.274 -1.615 0.686


Molecular formula: C4H8O2
Method: DFT, ωB97M-V/def2-TZVPD

Calculated values
ΔE to the lowest compared entry with this formula, charge and spin (kJ/mol): 69.24
Multiplicity: 1
SMILES string: CC(=O)[C@@H](C)O
Net charge: 0
Electronic energy (eV): -8372.564

CARTESIAN COORDINATES (ANGSTROEM)
C -1.065320 0.292945 -1.201899
C -0.433681 -0.726149 -0.253732
O -0.028247 -1.876229 -0.937386
C 0.820112 -0.191115 0.431942
O 1.893326 -0.671275 0.120791
C 0.703753 0.875403 1.463285
H -1.444856 1.166462 -0.665088
H -1.900877 -0.179375 -1.728088
H -0.327016 0.616889 -1.938697
H -1.176653 -0.956718 0.526622
H 0.944790 -1.804677 -0.934126
H 0.606767 1.843615 0.969471
H 1.598802 0.898838 2.083731
H -0.190901 0.711387 2.063173

Atoms 1-2, force components in eV/Å:
C 0.054 0.075 -0.022
C 0.084 0.018 0.065